255
Properties=species:S:1:pos:R:3 method="wB97M-V/def2-TZVPD" homo_ev=-8.3 lumo_ev=0.425 homo_lumo_gap_ev=8.8 total_charge=0
Cd 16.2752 11.5879 21.3116
C 13.2701 10.3721 18.4525
C 14.6403 10.8581 18.8180
C 14.8891 12.3052 18.4861
O 14.9364 10.5328 20.1675
H 13.1827 9.2931 18.5247
H 13.0334 10.6411 17.4109
H 12.5149 10.8274 19.1276
H 15.3331 10.2553 18.1813
H 14.8332 12.4148 17.4417
H 15.9072 12.5552 18.8473
H 14.1474 12.9433 18.8996
C 18.1558 14.9473 19.9753
C 17.8876 14.3596 21.2877
C 16.4950 14.7107 21.7498
O 17.9503 12.9598 21.2847
H 18.7371 14.2636 19.3617
H 18.7247 15.9384 19.9966
H 17.1933 15.1193 19.4747
H 18.6106 14.8171 22.0229
H 16.3688 14.4775 22.8002
H 15.8335 14.0927 21.1242
H 16.2955 15.7636 21.6277
C 22.9047 16.0953 25.0737
C 21.6995 15.4185 24.4424
C 21.9629 13.9574 24.3966
O 20.4844 15.6506 25.1729
H 23.8240 15.8922 24.5799
H 22.9150 15.7586 26.1199
H 22.6335 17.1767 25.0914
H 21.5693 15.8024 23.4043
H 22.0944 13.5480 25.4600
H 22.7770 13.6129 23.7718
H 21.0727 13.3919 24.0408
H 20.2662 16.5866 24.9432
C 21.9445 15.4372 15.8556
C 20.7807 15.0416 14.9052
C 19.5399 14.5483 15.5596
O 20.4494 16.1083 13.9992
H 22.2072 14.4931 16.4165
H 21.6150 16.2878 16.4524
H 22.7538 15.8587 15.2553
H 21.1624 14.2845 14.2388
H 18.7336 14.3553 14.8341
H 19.0953 15.3302 16.2454
H 19.7232 13.6856 16.1300
H 19.5304 16.3098 14.2670
C 22.7592 15.5563 20.9960
C 23.1347 17.0102 20.6976
C 22.2444 17.6847 19.5717
O 22.8549 17.8152 21.8478
H 21.6730 15.5370 21.2779
H 23.2813 15.1600 21.8739
H 22.9966 14.9747 20.0916
H 24.1744 17.2240 20.3993
H 22.1471 18.8179 19.7617
H 21.2626 17.2147 19.4501
H 22.7580 17.6172 18.6184
H 23.0930 17.3813 22.6663
C 13.2584 17.2979 20.9734
C 12.0308 17.9545 21.5817
C 10.7243 17.4972 20.9584
O 11.9463 17.5324 22.9312
H 13.0894 16.2615 20.7782
H 14.1164 17.4264 21.5773
H 13.4803 17.6324 20.0085
H 12.0771 19.0932 21.5554
H 10.5883 18.0045 20.0332
H 9.9283 17.7987 21.6469
H 10.5604 16.4206 20.7976
H 12.8292 17.3225 23.3175
C 21.6699 20.8720 23.7248
C 21.8118 21.2632 22.2607
C 21.8316 22.7864 22.0810
O 22.9552 20.7058 21.6006
H 22.5384 21.1603 24.3308
H 21.5001 19.8352 23.7571
H 20.7042 21.3271 24.0401
H 20.9193 20.7933 21.8250
H 21.9157 23.0585 21.0386
H 22.7761 22.9510 22.6144
H 20.9542 23.3159 22.4982
H 22.9048 19.7236 21.6516
C 11.0892 13.3540 15.9017
C 10.4499 14.5141 16.6288
C 10.0731 15.6305 15.7101
O 9.3427 14.2041 17.3883
H 10.3726 12.7964 15.3304
H 11.7670 12.7602 16.5483
H 11.7944 13.7829 15.1803
H 11.1328 14.9848 17.4040
H 9.3608 15.3280 14.9078
H 10.9730 15.8468 15.1474
H 9.7783 16.5026 16.2977
H 9.6706 13.7137 18.1704
C 8.9830 13.8829 22.1087
C 9.6095 13.0874 20.9874
C 8.8210 11.9568 20.3042
O 10.0067 13.9546 19.9580
H 8.0277 14.2879 21.8021
H 9.6875 14.6030 22.4772
H 8.7353 13.1685 22.9759
H 10.4921 12.6085 21.4201
H 8.5839 11.3245 21.1097
H 9.3943 11.4371 19.5151
H 7.9348 12.2578 19.8244
H 10.1370 14.8246 20.3439
C 15.7818 15.6567 25.9629
C 14.6207 16.4636 25.4780
C 14.9226 17.9543 25.7384
O 14.3434 16.2111 24.1025
H 15.9195 15.7675 26.9780
H 16.7058 15.9660 25.4869
H 15.6513 14.5747 25.6116
H 13.7481 16.2940 26.0955
H 14.1347 18.6393 25.4032
H 15.8253 18.3017 25.2598
H 15.0831 18.2320 26.7873
H 13.7505 15.4530 24.0857
C 13.0419 12.5361 22.5819
C 14.1125 12.3937 23.6581
C 13.3732 12.2228 24.9497
O 12.6826 13.3998 25.2733
C 12.0183 13.3569 26.5206
N 14.9657 11.2416 23.3253
H 12.5037 11.6141 22.6352
H 13.3912 12.6417 21.5497
H 12.3677 13.3076 22.8673
H 14.7473 13.3073 23.6987
H 14.0660 12.0276 25.8151
H 12.6650 11.4234 24.9102
H 11.4075 14.2475 26.4884
H 12.6743 13.4885 27.4521
H 11.4313 12.4431 26.6476
H 15.6216 10.8986 23.9803
H 14.4560 10.4731 22.8996
C 19.1937 8.0982 22.6812
C 18.1478 9.1481 22.9928
C 18.6999 10.3108 23.7932
O 17.7235 11.1535 24.3064
C 18.0687 12.5004 24.6553
N 17.4997 9.6262 21.7242
H 19.7630 7.7985 23.5596
H 19.9605 8.5003 21.9986
H 18.7494 7.2922 22.1364
H 17.3339 8.6812 23.5192
H 19.4022 10.8690 23.1307
H 19.2264 9.8527 24.6319
H 18.4191 13.0235 23.7895
H 18.8468 12.4717 25.4456
H 17.1789 13.0024 25.0135
H 16.9763 8.8779 21.3320
H 18.2270 10.0164 21.0972
C 14.1540 16.0129 17.0666
C 14.8237 17.2423 16.4848
C 13.9322 18.5001 16.6306
O 13.9671 18.8602 18.0086
C 13.1333 20.0671 18.3522
N 16.1006 17.5270 17.1051
H 13.1093 15.7972 16.7271
H 14.0445 16.1305 18.1075
H 14.7254 15.0843 17.0773
H 15.0057 17.0690 15.4039
H 12.9414 18.2515 16.2838
H 14.3115 19.2909 16.0105
H 12.0932 19.8897 18.1597
H 13.4339 20.9108 17.7034
H 13.2412 20.2870 19.4122
H 16.6559 16.6881 16.9926
H 16.0750 17.7619 18.0963
C 21.0337 10.1995 17.9696
C 20.0543 11.1672 18.5710
C 18.6940 10.9745 17.9062
O 18.7850 11.4402 16.6098
C 17.6306 11.2640 15.8320
N 19.7860 10.8832 19.9767
H 20.9109 9.1567 18.2959
H 22.0308 10.4857 18.1592
H 20.9449 10.2670 16.8985
H 20.4472 12.1895 18.3668
H 17.9425 11.5980 18.4462
H 18.4560 9.8673 17.9361
H 17.3770 10.1937 15.8036
H 17.8879 11.6001 14.8620
H 16.7897 11.8567 16.2755
H 20.6447 10.7585 20.4562
H 19.3729 11.7855 20.3754
C 17.0984 18.8506 12.4771
C 16.8655 18.1329 13.7431
C 16.7636 16.5876 13.6768
O 15.5889 16.2995 12.9215
C 15.2422 14.9769 12.5972
N 17.9527 18.3946 14.6724
H 17.0141 19.9475 12.7076
H 16.4160 18.5706 11.6915
H 18.1439 18.6755 12.1278
H 15.8879 18.5130 14.1044
H 16.6451 15.9922 14.6334
H 17.6757 16.3099 13.0957
H 14.2276 14.9936 12.3237
H 15.5345 14.2356 13.4002
H 15.8606 14.6848 11.6651
H 18.5303 19.1508 14.3562
H 17.7185 18.6129 15.6126
C 24.1910 9.4989 20.0581
C 23.1084 9.6824 21.1090
C 23.4864 9.0924 22.4672
O 22.4791 9.3603 23.4537
C 22.7212 8.7010 24.7192
N 22.7458 11.1479 21.1222
H 24.6660 8.5193 20.0863
H 25.0017 10.2392 20.2671
H 23.8083 9.5997 19.0418
H 22.2081 9.1744 20.8552
H 24.5058 9.4083 22.8418
H 23.4858 8.0330 22.2580
H 23.7446 8.6572 24.9748
H 22.2851 7.6998 24.6385
H 22.2055 9.2902 25.4787
H 22.2429 11.3781 22.0131
H 23.5606 11.6950 21.1467
C 19.0949 20.4258 17.9236
C 18.3092 21.3045 18.8909
C 17.0030 20.5957 19.3670
O 17.5039 19.5227 20.1615
C 16.5152 18.7217 20.7518
N 19.2698 21.5281 20.0292
H 19.3078 19.5203 18.5056
H 20.0336 20.8938 17.6401
H 18.5852 20.0376 17.0822
H 18.0261 22.2338 18.3921
H 16.4536 20.2087 18.5087
H 16.3002 21.0830 19.9880
H 15.5022 19.1627 20.7666
H 16.7983 18.3979 21.8033
H 16.4519 17.7984 20.2466
H 19.2863 20.6037 20.3941
H 18.9371 22.2209 20.6764
C 20.7356 19.7710 27.3130
C 19.2185 19.5349 27.1406
C 18.7349 19.5271 25.7103
O 19.2854 18.4092 25.0836
C 18.8811 18.1949 23.7594
N 18.9429 18.3055 27.8187
H 20.8792 19.8371 28.4208
H 20.9971 20.7523 26.9117
H 21.3466 19.0171 26.8505
H 18.6992 20.3026 27.7270
H 19.0404 20.4208 25.1287
H 17.6416 19.4715 25.6901
H 19.1436 19.0452 23.0621
H 17.8298 17.9706 23.7058
H 19.4194 17.3348 23.3338
H 19.6449 17.6135 27.7105
H 18.0780 17.8058 27.6857